[1]
212
Properties=species:S:1:pos:R:3:lowdin_charge:R:1 method="wB97M-V/def2-TZVPD" lumo_ev="-9.9 / -14.6" multiplicity=2 homo_ev="-18.0 / -18.0" homo_lumo_gap_ev="8.05 / 3.38" charge=+6
C 1.372 -0.595 -3.820 -0.1032
C 0.345 -1.728 -3.754 -0.2210
C -0.625 -1.440 -2.593 -0.1660
C 0.049 -1.359 -1.192 -0.1472
N -0.788 -0.995 -0.024 -0.2205
C -2.048 -1.846 0.356 -0.0491
C -2.274 -1.643 1.851 -0.1797
C -0.900 -1.396 2.449 -0.1405
C 0.035 -1.012 1.300 -0.0743
C -1.320 0.399 -0.298 -0.0028
H 2.217 -0.824 -3.171 0.0510
H 1.047 0.434 -3.667 0.0665
H 1.864 -0.615 -4.792 0.0697
H 0.847 -2.684 -3.609 0.0902
H -0.262 -1.636 -4.655 0.1158
H -1.435 -2.166 -2.529 0.1137
H -1.156 -0.546 -2.918 0.0998
H 0.881 -0.658 -1.134 0.0499
H 0.581 -2.289 -0.989 0.1277
H -2.924 -1.514 -0.200 0.1316
H -1.672 -2.851 0.164 0.1450
H -3.045 -0.895 2.034 0.0243
H -2.810 -2.442 2.363 0.1230
H -0.945 -0.642 3.234 0.1124
H -0.582 -2.300 2.968 0.1203
H 0.511 -0.049 1.482 0.1041
H 0.880 -1.701 1.285 0.1104
H -0.389 0.949 -0.437 0.0238
H -1.739 0.747 0.646 0.0966
H -1.983 0.395 -1.163 0.0884
C -0.398 3.775 -4.078 -0.0821
C -1.317 3.470 -2.946 -0.3192
C -2.664 4.048 -2.840 -0.1594
C -3.354 3.292 -1.667 -0.1114
N -4.815 3.599 -1.337 -0.1909
C -5.224 2.916 -0.055 -0.1533
C -5.948 1.691 -0.474 -0.2137
C -6.842 2.126 -1.589 -0.1276
C -5.815 2.906 -2.374 -0.0501
C -4.948 5.139 -1.153 0.0564
H -0.942 3.748 -5.022 0.0920
H 0.514 3.191 -3.956 0.0805
H -0.017 4.795 -4.024 0.0832
H -0.715 3.742 -2.079 0.0876
H -1.262 2.382 -2.917 0.0997
H -3.152 4.133 -3.811 0.1368
H -2.474 5.091 -2.587 0.1241
H -2.783 3.401 -0.745 0.1206
H -3.350 2.213 -1.821 0.1087
H -6.024 3.505 0.395 0.1397
H -4.462 2.670 0.685 0.0910
H -6.288 1.172 0.422 0.1103
H -5.232 0.924 -0.770 0.1138
H -7.672 2.749 -1.257 0.1382
H -7.162 1.313 -2.241 0.1408
H -6.212 3.616 -3.099 0.1444
H -5.312 2.163 -2.993 0.1353
H -4.826 5.539 -2.159 0.1036
H -4.211 5.634 -0.520 0.1125
H -5.953 5.345 -0.787 0.1115
C 0.438 -1.010 6.671 -0.0936
C 1.591 -1.974 7.129 -0.2366
C 2.846 -1.295 7.715 -0.1922
C 2.543 -0.304 8.865 -0.0417
N 3.825 0.120 9.736 -0.2254
C 3.526 1.343 10.715 -0.0757
C 3.492 2.621 9.899 -0.1417
C 4.355 2.266 8.695 -0.1429
C 4.873 0.795 8.832 -0.0846
C 4.584 -1.005 10.394 0.0217
H 0.726 -0.012 6.339 0.0655
H -0.224 -0.902 7.531 0.0715
H -0.220 -1.457 5.926 0.0500
H 1.993 -2.549 6.295 0.0961
H 1.171 -2.740 7.781 0.1139
H 3.327 -0.939 6.804 0.1108
H 3.432 -2.132 8.094 0.1094
H 1.756 -0.721 9.493 0.1408
H 2.169 0.670 8.550 0.1166
H 4.394 1.333 11.374 0.1325
H 2.664 1.306 11.381 0.1421
H 3.911 3.333 10.610 0.1388
H 2.467 2.772 9.561 0.1153
H 5.255 2.878 8.632 0.1188
H 3.909 2.516 7.733 0.1083
H 5.860 0.814 9.293 0.1358
H 4.967 0.098 7.999 0.1184
H 4.835 -1.793 9.685 0.1047
H 3.905 -1.387 11.157 0.1156
H 5.390 -0.526 10.949 0.1121
C 3.163 -4.098 -4.341 -0.1224
C 4.064 -4.374 -3.168 -0.2487
C 3.696 -3.576 -1.921 -0.1652
C 4.890 -3.639 -0.832 -0.0327
N 4.452 -3.208 0.629 -0.2065
C 3.864 -1.751 0.809 -0.1045
C 4.991 -0.775 0.646 -0.2185
C 6.179 -1.442 1.228 -0.1351
C 5.692 -2.926 1.467 -0.0877
C 3.518 -4.261 1.333 0.0463
H 3.775 -4.502 -5.148 0.0776
H 3.142 -3.045 -4.624 0.0666
H 2.150 -4.497 -4.392 0.0854
H 5.118 -4.315 -3.440 0.1239
H 3.941 -5.421 -2.890 0.1227
H 2.780 -3.915 -1.439 0.0947
H 3.434 -2.530 -2.084 0.0875
H 5.698 -3.003 -1.193 0.1338
H 5.305 -4.638 -0.692 0.1318
H 3.602 -1.644 1.862 0.1355
H 3.121 -1.586 0.029 0.0989
H 4.791 0.197 1.096 0.1098
H 5.333 -0.648 -0.381 0.1233
H 6.302 -0.888 2.158 0.1178
H 7.140 -1.244 0.753 0.1312
H 5.374 -3.177 2.479 0.1239
H 6.454 -3.651 1.182 0.1351
H 3.913 -5.266 1.188 0.1138
H 2.510 -4.199 0.923 0.0826
H 3.361 -4.011 2.383 0.0955
C 1.515 -3.356 -7.222 -0.1015
C 1.572 -3.119 -8.760 -0.2226
C 2.992 -3.013 -9.306 -0.2027
C 3.224 -3.616 -10.724 -0.0675
N 4.689 -3.477 -11.250 -0.2149
C 4.940 -4.444 -12.451 -0.0563
C 5.356 -3.512 -13.628 -0.1320
C 4.721 -2.155 -13.329 -0.1615
C 4.960 -2.045 -11.858 -0.0836
C 5.661 -3.777 -10.134 -0.0015
H 2.286 -4.061 -6.912 0.0530
H 0.501 -3.707 -7.030 0.0794
H 1.671 -2.467 -6.612 0.0532
H 1.094 -2.155 -8.935 0.1113
H 0.973 -3.925 -9.181 0.1165
H 3.617 -3.350 -8.479 0.0888
H 3.430 -2.015 -9.341 0.1114
H 2.588 -2.945 -11.302 0.1366
H 2.938 -4.654 -10.892 0.1342
H 5.647 -5.193 -12.094 0.1303
H 4.040 -4.973 -12.763 0.1278
H 6.441 -3.458 -13.532 0.1193
H 5.156 -3.840 -14.647 0.1327
H 5.086 -1.281 -13.867 0.1357
H 3.750 -2.183 -13.823 0.1275
H 5.973 -1.699 -11.649 0.1408
H 4.300 -1.332 -11.364 0.1255
H 6.676 -3.694 -10.525 0.1164
H 5.350 -4.663 -9.581 0.1179
H 5.713 -2.947 -9.430 0.0978
C 3.306 8.428 -1.306 -0.0830
C 3.919 7.066 -1.044 -0.2896
C 3.436 6.480 0.162 -0.1953
C 2.001 5.874 -0.242 -0.0720
N 1.236 5.449 1.037 -0.2306
C 1.916 4.548 2.073 -0.1001
C 0.791 3.845 2.853 -0.1352
C -0.396 3.785 1.851 -0.1319
C 0.031 4.635 0.593 -0.1336
C 0.675 6.733 1.653 0.0430
H 3.488 8.773 -2.324 0.0895
H 3.684 9.243 -0.690 0.0875
H 2.255 8.530 -1.036 0.0650
H 5.006 7.089 -1.111 0.1334
H 3.642 6.391 -1.854 0.1158
H 3.337 7.223 0.953 0.1111
H 4.036 5.695 0.621 0.1199
H 2.190 4.927 -0.748 0.0835
H 1.420 6.542 -0.878 0.1295
H 2.543 5.188 2.694 0.1366
H 2.600 3.805 1.663 0.0824
H 0.548 4.270 3.827 0.1150
H 1.139 2.838 3.079 0.1038
H -1.354 4.051 2.298 0.1046
H -0.664 2.827 1.405 0.0714
H -0.787 5.273 0.258 0.1200
H 0.320 4.050 -0.280 0.0514
H 1.492 7.428 1.849 0.1011
H 0.256 6.383 2.597 0.1082
H 0.048 7.350 1.011 0.1182
C -7.014 -3.665 1.060 -0.1039
C -6.291 -3.212 2.298 -0.2696
C -7.171 -2.997 3.551 -0.1476
C -8.106 -1.680 3.547 -0.0753
N -8.822 -1.297 4.914 -0.2013
C -9.715 -2.441 5.533 -0.0767
C -10.802 -1.812 6.390 -0.1889
C -11.003 -0.451 5.870 -0.1379
C -9.915 -0.219 4.755 -0.0614
C -7.687 -0.836 5.877 0.0464
H -6.286 -4.055 0.349 0.0787
H -7.484 -2.810 0.572 0.0687
H -7.884 -4.311 1.174 0.0920
H -5.779 -2.267 2.112 0.0823
H -5.547 -3.977 2.520 0.1100
H -6.474 -2.842 4.375 0.0933
H -7.864 -3.822 3.720 0.1168
H -8.928 -1.869 2.857 0.1205
H -7.544 -0.864 3.093 0.1025
H -9.212 -3.217 6.110 0.1366
H -10.273 -3.049 4.821 0.1404
H -10.457 -1.715 7.420 0.1208
H -11.763 -2.305 6.537 0.1421
H -11.192 0.373 6.559 0.1322
H -11.965 -0.649 5.399 0.1246
H -9.420 0.745 4.634 0.1287
H -10.313 -0.430 3.763 0.1230
H -7.116 -0.110 5.298 0.0741
H -7.112 -1.741 6.075 0.0911
H -8.050 -0.478 6.841 0.1167
Br -4.495 1.072 3.376 0.1691
Br 2.325 1.803 -0.586 -0.2826

[2]
252
Properties=species:S:1:pos:R:3:lowdin_charge:R:1 method="wB97M-V/def2-TZVPD" lumo_ev=-0.4 homo_ev=-8.6 homo_lumo_gap_ev=8.28 relative_energy_ev=3.6094
C 2.056 -2.263 7.374 0.0141
C 2.912 -1.404 6.513 -0.5720
O 3.930 -0.963 6.964 0.0438
N 2.553 -1.238 5.218 0.0440
C 3.267 -0.392 4.232 -0.0260
H 2.697 -2.798 8.076 0.0930
H 1.435 -3.008 6.876 0.0718
H 1.402 -1.570 7.902 0.0805
H 1.778 -1.793 4.885 0.0763
H 2.649 0.482 4.032 0.0496
H 3.468 -0.998 3.348 0.0687
H 4.273 -0.109 4.542 0.0811
C 1.111 4.338 2.222 0.0090
C 2.520 3.914 1.780 -0.5503
O 3.176 3.312 2.611 0.0305
N 2.941 4.155 0.525 0.0209
C 4.275 3.901 0.031 -0.0421
H 1.216 5.183 2.902 0.0816
H 0.542 3.553 2.719 0.0644
H 0.591 4.686 1.329 0.0598
H 2.364 4.689 -0.108 0.1121
H 5.008 4.576 0.473 0.0950
H 4.383 3.909 -1.054 0.0788
H 4.573 2.946 0.464 0.0683
C -4.854 0.100 2.249 0.0033
C -5.324 0.405 3.605 -0.5886
O -6.461 0.035 3.922 0.0284
N -4.448 0.932 4.436 0.0318
C -4.748 1.344 5.815 -0.0427
H -4.467 1.055 1.894 0.0631
H -5.659 -0.202 1.579 0.0890
H -4.155 -0.736 2.276 0.0732
H -3.542 1.248 4.119 0.1017
H -5.677 0.894 6.164 0.0834
H -4.932 2.419 5.831 0.0801
H -4.029 1.005 6.560 0.0704
C -3.146 3.457 0.889 0.0287
C -2.896 3.585 2.401 -0.5163
O -2.273 2.697 2.938 -0.0130
N -3.240 4.610 3.156 0.0350
C -3.849 5.787 2.680 -0.0836
H -3.356 4.304 0.236 0.0764
H -4.044 2.874 0.688 0.0688
H -2.299 2.976 0.399 0.0535
H -3.163 4.510 4.158 0.1049
H -4.706 5.627 2.026 0.0917
H -3.141 6.406 2.129 0.0855
H -4.076 6.379 3.566 0.0947
C -1.751 -1.491 6.625 0.0191
C -1.195 -0.450 7.644 -0.5096
O -1.410 -0.545 8.875 -0.0119
N -0.358 0.556 7.283 0.0144
C 0.074 0.862 5.953 -0.0910
H -0.948 -2.198 6.418 0.0614
H -2.100 -0.997 5.719 0.0662
H -2.505 -2.056 7.174 0.0865
H -0.198 1.206 8.040 0.1365
H -0.561 1.614 5.484 0.0727
H 0.084 -0.032 5.329 0.0638
H 1.081 1.276 5.898 0.0712
C 3.005 3.041 -3.783 0.0196
C 1.730 2.603 -3.116 -0.5478
O 1.367 1.442 -3.256 0.0065
N 1.093 3.511 -2.401 0.0240
C -0.161 3.352 -1.660 -0.0383
H 3.230 2.355 -4.600 0.0788
H 3.875 2.989 -3.129 0.0708
H 3.001 4.024 -4.254 0.0847
H 1.523 4.404 -2.203 0.1292
H -0.694 4.265 -1.924 0.0768
H 0.090 3.169 -0.615 0.0703
H -0.700 2.472 -2.011 0.0832
C -2.965 3.303 -4.787 0.0118
C -3.834 4.469 -4.375 -0.5539
O -5.013 4.296 -4.122 0.0221
N -3.361 5.705 -4.166 -0.0029
C -2.057 6.200 -4.368 -0.0969
H -1.978 3.656 -5.086 0.0584
H -3.567 2.773 -5.526 0.0842
H -2.744 2.675 -3.925 0.0885
H -4.036 6.360 -3.798 0.1464
H -1.786 6.205 -5.424 0.0932
H -1.407 5.593 -3.738 0.0653
H -1.970 7.238 -4.048 0.0912
C -3.881 -1.937 -1.548 0.0066
C -5.138 -1.061 -1.634 -0.5489
O -6.165 -1.531 -2.120 0.0236
N -5.008 0.208 -1.180 0.0298
C -6.136 1.133 -1.316 -0.0556
H -3.935 -2.739 -2.284 0.0590
H -3.734 -2.283 -0.525 0.0808
H -3.065 -1.249 -1.767 0.0588
H -4.135 0.484 -0.753 0.0799
H -6.138 1.984 -0.635 0.0738
H -7.080 0.629 -1.110 0.0877
H -6.166 1.536 -2.329 0.0648
C -2.878 -3.980 -8.183 0.0078
C -1.689 -4.244 -7.228 -0.5217
O -1.159 -5.373 -7.280 0.0028
N -1.370 -3.280 -6.371 0.0375
C -0.437 -3.419 -5.289 -0.0526
H -3.478 -4.888 -8.130 0.0850
H -2.609 -3.713 -9.205 0.0766
H -3.534 -3.169 -7.866 0.0411
H -1.872 -2.409 -6.465 0.0976
H -0.287 -4.412 -4.864 0.0807
H -0.509 -2.605 -4.569 0.0800
H 0.547 -3.217 -5.713 0.0814
C 2.838 -3.992 1.952 0.0162
C 4.246 -3.576 1.490 -0.5151
O 4.484 -2.378 1.349 0.0005
N 5.140 -4.528 1.259 0.0243
C 6.508 -4.324 0.757 -0.0328
H 2.081 -3.740 1.210 0.0768
H 2.556 -3.482 2.873 0.0613
H 2.719 -5.068 2.080 0.0702
H 4.882 -5.489 1.433 0.1361
H 6.583 -4.502 -0.315 0.0913
H 7.279 -4.888 1.281 0.0862
H 6.699 -3.269 0.957 0.0695
C 2.972 -0.673 -5.517 0.0197
C 2.683 -1.867 -4.582 -0.5779
O 3.185 -2.975 -4.808 0.0112
N 1.949 -1.596 -3.544 0.0491
C 1.731 -2.610 -2.487 -0.0518
H 4.054 -0.582 -5.615 0.0866
H 2.539 0.280 -5.213 0.0337
H 2.727 -0.925 -6.549 0.0760
H 1.681 -0.635 -3.387 0.0862
H 0.756 -2.530 -2.006 0.0349
H 2.550 -2.615 -1.768 0.0763
H 1.577 -3.597 -2.925 0.0747
C -5.311 -6.882 -4.893 0.0001
C -5.576 -5.422 -5.254 -0.5774
O -6.337 -5.170 -6.177 0.0117
N -4.877 -4.494 -4.597 0.0584
C -4.959 -3.005 -4.939 -0.0347
H -6.162 -7.551 -5.028 0.0792
H -4.932 -6.869 -3.871 0.0637
H -4.572 -7.285 -5.585 0.0767
H -4.160 -4.804 -3.957 0.0450
H -4.978 -2.847 -6.017 0.0601
H -4.033 -2.485 -4.694 0.0591
H -5.780 -2.475 -4.457 0.0673
C -1.310 -4.350 -1.408 0.0111
C -1.895 -5.298 -2.447 -0.5413
O -3.040 -5.174 -2.763 0.0497
N -1.062 -6.297 -2.841 0.0230
C -1.365 -7.164 -3.974 -0.0543
H -1.648 -3.377 -1.765 0.0650
H -0.236 -4.508 -1.305 0.0646
H -1.769 -4.552 -0.441 0.0763
H -0.159 -6.386 -2.395 0.1316
H -0.474 -7.335 -4.578 0.0891
H -1.995 -6.671 -4.714 0.0746
H -1.822 -8.095 -3.637 0.0862
C 6.721 2.116 3.084 0.0056
C 7.995 2.580 2.389 -0.6610
O 7.908 3.478 1.593 0.0606
N 9.032 1.901 2.652 0.0256
C 10.390 2.148 2.077 -0.0302
H 5.881 2.615 2.601 0.0683
H 6.721 2.452 4.121 0.0699
H 6.589 1.036 3.145 0.0660
H 9.016 1.396 3.526 0.1449
H 11.130 1.578 2.639 0.0745
H 10.753 3.166 2.224 0.0843
H 10.476 1.789 1.052 0.0837
C 6.669 0.981 7.912 0.0040
C 5.922 2.111 7.212 -0.6435
O 6.229 3.233 7.380 0.0711
N 4.885 1.749 6.467 0.0157
C 4.032 2.738 5.721 -0.0282
H 7.722 1.253 7.835 0.0766
H 6.524 0.016 7.426 0.0662
H 6.436 0.936 8.976 0.0839
H 4.580 0.814 6.698 0.0632
H 3.213 2.202 5.240 0.0434
H 4.792 3.148 5.057 0.0680
H 3.676 3.497 6.418 0.0786
C -1.786 -2.681 2.298 0.0285
C -0.651 -3.200 3.230 -0.4579
O 0.162 -2.329 3.547 -0.0177
N -0.506 -4.504 3.673 0.0113
C -1.413 -5.597 3.410 -0.0714
H -2.449 -1.948 2.757 0.0684
H -2.450 -3.441 1.887 0.0614
H -1.421 -2.217 1.382 0.0614
H 0.347 -4.660 4.192 0.1318
H -1.697 -5.565 2.359 0.0756
H -2.306 -5.669 4.031 0.0899
H -0.730 -6.424 3.608 0.0897
C -0.668 -0.964 -9.231 0.0160
C 0.028 -0.082 -8.255 -0.6200
O 1.190 0.164 -8.402 0.0449
N -0.646 0.360 -7.219 0.0226
C -0.094 1.054 -6.098 -0.0583
H -1.457 -1.490 -8.693 0.0421
H 0.057 -1.686 -9.605 0.0975
H -1.114 -0.316 -9.986 0.0923
H -1.599 0.039 -7.121 0.0598
H -0.677 1.888 -5.708 0.0595
H 0.860 1.458 -6.438 0.0849
H 0.030 0.321 -5.301 0.0745
C -0.278 -0.413 -0.563 0.0020
C -1.138 0.337 0.425 -0.5420
O -2.294 0.562 0.126 0.0009
N -0.602 0.877 1.554 0.0644
C 0.733 0.681 2.069 -0.0673
H 0.548 0.214 -0.901 0.0641
H -0.776 -0.673 -1.497 0.0811
H 0.232 -1.235 -0.062 0.0706
H -1.278 1.473 2.010 0.0755
H 1.437 1.393 1.639 0.0651
H 1.096 -0.326 1.862 0.0759
H 0.769 0.741 3.157 0.0637
C -2.936 3.988 8.134 0.0036
C -2.172 4.574 6.992 -0.5546
O -2.856 5.149 6.140 -0.0024
N -0.853 4.408 6.904 0.0278
C 0.056 4.832 5.830 -0.0373
H -2.625 2.948 8.241 0.0762
H -4.000 4.032 7.902 0.0851
H -2.817 4.612 9.020 0.0912
H -0.473 3.900 7.690 0.1329
H -0.523 5.263 5.014 0.0792
H 0.529 3.926 5.452 0.0626
H 0.818 5.531 6.173 0.0894
C -4.556 -0.379 -8.504 0.0197
C -4.265 -0.183 -7.023 -0.5598
O -3.162 -0.429 -6.596 0.0053
N -5.236 0.197 -6.227 0.0496
C -5.266 0.372 -4.776 -0.0505
H -4.616 0.568 -9.040 0.0887
H -5.484 -0.944 -8.586 0.0857
H -3.911 -1.071 -9.045 0.0673
H -6.139 0.427 -6.617 0.1496
H -5.180 1.425 -4.511 0.0625
H -4.569 -0.239 -4.202 0.0764
H -6.254 0.070 -4.427 0.0910
C 3.546 0.133 -0.600 0.0142
C 5.008 0.504 -0.677 -0.5701
O 5.550 1.200 -1.515 0.0329
N 5.715 -0.085 0.292 0.0185
C 7.189 -0.023 0.455 -0.0313
H 2.900 0.482 -1.406 0.0616
H 3.123 0.472 0.346 0.0668
H 3.419 -0.941 -0.462 0.0579
H 5.200 -0.700 0.906 0.0716
H 7.401 -0.128 1.519 0.0576
H 7.549 0.930 0.068 0.0893
H 7.541 -0.962 0.029 0.0781